Record 1
This record from the OMol25 dataset describes the molecule C23H28N6O4S in a non-equilibrium geometry. The level of theory is wB97M-V/def2-TZVPD.

Structure (XYZ):
```
62
Properties=species:S:1:pos:R:3:forces:R:3:mulliken_charge:R:1
C -2.2992 8.4822 -2.0569 0.111 0.237 0.004 -0.939
O -2.8065 7.1714 -2.0176 -0.038 -0.444 0.100 -0.416
C -2.1201 6.2308 -1.3196 -0.097 -0.040 -0.050 1.093
C -0.9378 6.4509 -0.6298 -0.239 0.204 -0.211 -0.418
C -0.3148 5.4201 0.0536 -0.076 -0.458 0.081 -1.277
C -0.8754 4.1525 0.0519 -0.189 0.637 -0.293 -0.287
C -0.2361 3.0725 0.7635 0.150 -1.002 0.351 0.456
N 0.9278 3.1872 1.4435 0.005 0.650 -0.175 -0.594
N 1.1852 2.0323 1.9391 0.509 -0.596 0.593 -0.496
N 0.2131 1.2270 1.5787 0.065 0.832 -0.169 1.252
C 0.1528 -0.1540 1.9393 -0.307 -0.726 0.308 -1.178
C -0.0972 -1.0499 0.7236 0.088 0.222 0.219 0.898
O -1.0406 -1.8235 0.7214 -0.258 -0.089 0.223 -0.735
N 0.7359 -0.9273 -0.3272 -0.063 -0.036 -0.364 0.325
C 0.4037 -1.6681 -1.5340 -0.075 -0.221 -0.205 -1.298
C 1.0427 -3.0687 -1.5204 -0.553 0.579 -0.035 0.414
O 2.0057 -3.3468 -2.2043 0.442 -0.041 -0.289 -0.674
N 0.4293 -3.9014 -0.6700 -0.237 -0.255 0.294 0.035
C 0.8629 -5.2582 -0.4181 0.308 -0.030 -0.130 -0.057
C -0.2301 -6.2687 -0.8333 0.024 -0.155 -0.025 -0.977
C -0.6513 -6.9971 0.4484 -0.107 0.024 0.028 -0.609
C -0.2613 -6.0389 1.5705 0.140 -0.191 0.010 -0.644
C 1.0752 -5.4859 1.0862 -0.095 0.061 0.047 -0.676
C 2.0457 -0.2900 -0.2871 0.266 0.262 0.051 -1.136
C 2.9435 -0.8393 0.7744 0.203 -0.264 -0.028 0.368
C 3.5788 -0.1573 1.7681 -0.085 -0.025 -0.320 -0.548
C 4.3703 -0.9936 2.5867 0.124 -0.188 0.103 -0.572
C 4.3180 -2.2942 2.2049 -0.173 -0.143 -0.223 -0.515
S 3.3142 -2.5328 0.8301 0.189 0.513 0.285 0.065
N -0.6981 1.8253 0.8432 -0.361 0.294 -0.315 -0.809
C -2.0672 3.9135 -0.6394 -0.031 0.105 -0.044 -0.503
C -2.6937 4.9351 -1.3229 -0.084 0.142 -0.098 0.876
O -3.8519 4.8123 -2.0254 0.308 0.318 0.108 -0.428
C -4.4733 3.5514 -2.0651 -0.098 -0.225 0.002 -0.907
H -3.0041 9.0505 -2.6615 0.081 -0.002 0.052 0.232
H -1.3101 8.5183 -2.5252 -0.036 -0.009 0.032 0.369
H -2.2435 8.9233 -1.0562 0.009 -0.029 -0.039 0.370
H -0.4890 7.4310 -0.6171 -0.005 0.108 -0.034 0.388
H 0.6039 5.5923 0.5908 0.086 0.047 0.042 0.495
H -0.6858 -0.3196 2.6239 0.176 0.010 -0.158 0.294
H 1.0925 -0.4043 2.4370 -0.142 0.039 -0.076 0.428
H -0.6836 -1.7589 -1.5855 0.130 0.039 -0.040 0.470
H 0.7682 -1.1164 -2.4017 0.006 -0.115 0.091 0.561
H -0.3510 -3.5520 -0.1259 0.065 0.188 -0.131 0.363
H 1.7848 -5.3878 -0.9893 -0.131 0.000 0.086 0.563
H -1.0736 -5.7247 -1.2594 0.018 -0.006 -0.058 0.313
H 0.1345 -6.9611 -1.5895 -0.035 0.005 -0.090 0.326
H -0.0903 -7.9269 0.5526 -0.012 -0.065 0.035 0.284
H -1.7129 -7.2384 0.4538 -0.021 -0.106 -0.001 0.365
H -0.9931 -5.2338 1.6518 -0.083 0.069 0.057 0.205
H -0.1848 -6.5344 2.5370 -0.073 0.055 0.083 0.431
H 1.8609 -6.2265 1.2362 0.055 -0.068 0.037 0.320
H 1.3662 -4.5667 1.5921 0.096 -0.019 -0.007 0.236
H 1.9552 0.7923 -0.1520 0.050 -0.095 -0.065 0.400
H 2.5044 -0.4642 -1.2642 -0.124 0.078 0.080 0.494
H 3.4745 0.9032 1.9148 -0.058 0.162 -0.017 0.496
H 4.9459 -0.6370 3.4214 0.119 0.022 0.164 0.424
H 4.8109 -3.1383 2.6445 0.131 -0.154 0.139 0.453
H -2.4734 2.9157 -0.6171 -0.128 -0.075 -0.059 0.687
H -5.3690 3.6855 -2.6692 0.054 -0.062 0.051 0.223
H -4.7582 3.2106 -1.0644 0.023 0.008 -0.034 0.361
H -3.8295 2.7995 -2.5332 -0.016 0.025 0.029 0.360
```
Positions in Å, forces in eV/Å.

Calculated values
Energy above the lowest of the compared OMol25 structures with the same formula, charge and spin, kcal/mol: 36.6
Net charge: 0
SMILES: COc1ccc(-c2nnn(CC(=O)N(CC(=O)NC3CCCC3)Cc3cccs3)n2)cc1OC
E_HOMO, eV: -8.104
F_max, eV Å⁻¹: 1.07
Lowest unoccupied orbital energy, eV: 0.7
DFT total energy, a.u.: -1920.91083

---

Record 2
This record from the OMol25 dataset describes a structure of composition C23H28N6Se2Sm in a non-equilibrium geometry. The level of theory is wB97M-V/def2-TZVPD.

Structure (XYZ):
```
60
Properties=species:S:1:pos:R:3:forces:R:3:mulliken_charge:R:1
Sm 7.9615 11.3184 11.2446 1.687 -0.635 -1.729 0.953
Se 6.8948 10.7511 13.9224 0.705 -1.160 0.836 0.121
Se 5.2674 12.2914 11.8915 -0.404 1.134 -0.213 0.143
C 6.4029 13.7471 12.3562 0.193 1.393 0.419 0.519
C 5.9065 14.8822 13.0565 -0.737 -1.615 -0.598 -0.692
C 6.7498 15.9396 13.3517 0.739 0.803 1.227 -0.328
C 8.1267 15.8715 13.0077 -1.960 -1.258 -0.806 -0.868
C 8.4950 14.7689 12.2157 0.490 -0.133 -0.282 -0.109
N 7.6953 13.7077 11.9430 -0.050 0.655 0.022 0.030
C 7.5155 9.0541 13.2810 -1.189 -0.597 1.446 0.573
C 7.0011 7.8937 13.9527 0.908 1.899 0.499 -0.722
C 7.3710 6.6811 13.4468 0.330 -1.123 -0.406 -0.520
C 8.2502 6.5912 12.3495 -0.754 1.075 0.538 -0.736
C 8.6504 7.7723 11.7449 0.280 1.001 0.506 -0.194
N 8.3026 9.0160 12.2176 0.090 -1.335 -1.012 0.160
H 4.8422 14.7979 13.3453 0.751 0.633 -0.072 0.453
H 6.3462 16.7871 13.9618 0.496 -0.755 -0.762 0.405
H 8.8523 16.6162 13.2604 0.109 0.402 0.050 0.502
H 9.4872 14.7684 11.7143 -0.641 -0.230 0.673 0.433
H 6.5474 8.0492 14.9511 -0.166 -0.369 -0.981 0.463
H 7.0183 5.7684 13.9075 0.051 -0.039 0.133 0.482
H 8.6133 5.6447 12.0080 0.052 -0.350 -0.245 0.522
H 9.3307 7.7600 10.9018 -0.103 0.033 -0.006 0.374
N 7.5667 12.5406 8.9278 1.262 0.185 2.700 -0.249
C 7.1366 11.7262 7.8915 0.340 -0.386 -0.466 0.179
C 7.4155 12.0900 6.5836 -0.447 -0.187 0.385 -0.603
C 6.7755 11.3725 5.5529 -0.720 -1.558 0.790 -0.770
C 6.0844 10.1741 5.8580 0.021 1.747 -0.286 -0.880
C 5.9136 9.7595 7.2043 0.964 0.000 0.568 0.462
C 5.2762 8.5454 7.5647 0.192 -0.187 -0.035 -0.394
C 5.1963 8.1527 8.8941 -0.849 -0.641 -0.771 -1.135
C 5.7471 8.9808 9.8798 0.860 -0.525 0.027 -0.005
N 6.4325 10.0750 9.5988 0.402 1.296 -0.605 0.417
C 6.5116 10.5187 8.2663 -1.231 -0.912 -0.540 0.543
H 6.8784 12.9627 9.5464 -0.373 0.437 -0.894 0.326
H 8.3148 13.1771 8.7091 -0.105 0.426 -0.198 0.218
H 8.1008 12.9503 6.4238 -0.948 -0.479 -0.169 0.361
H 6.7015 11.7876 4.5651 0.474 -0.163 -0.389 0.454
H 5.5586 9.6440 5.0583 0.263 0.115 0.315 0.399
H 4.9433 7.9466 6.7061 -0.180 -0.059 0.746 0.460
H 4.7094 7.1946 9.1769 0.409 0.894 -0.236 0.406
H 5.7864 8.6302 10.9305 -0.277 0.343 -0.631 0.417
N 10.2814 11.6079 12.5615 -2.387 -0.954 -0.671 -0.402
C 11.5916 11.9097 12.0429 2.460 -0.284 0.755 -0.762
C 12.1779 10.6973 11.2755 0.783 0.079 -0.587 -0.333
C 12.2288 10.9801 9.7362 1.120 -1.036 -0.566 -1.173
C 10.9170 11.3501 9.0019 1.297 1.019 0.553 -0.243
N 9.8626 10.4203 9.3428 -1.777 -0.620 0.491 -0.334
H 9.9921 12.2761 13.2425 0.013 0.618 0.766 0.314
H 10.2463 10.6875 13.0299 0.502 0.648 -0.236 0.237
H 12.2428 12.1180 12.9237 -0.201 -0.044 -0.666 0.419
H 11.6566 12.8236 11.4188 -0.566 -0.467 0.276 0.389
H 11.5667 9.7603 11.4815 0.846 1.004 -0.051 0.243
H 13.2892 10.5204 11.5752 -2.139 0.113 -0.306 0.341
H 12.6322 10.0036 9.2732 -0.434 1.564 0.402 0.351
H 12.9916 11.7958 9.5510 -0.805 -0.989 0.090 0.372
H 11.0741 11.3267 7.9163 0.247 0.252 0.266 0.462
H 10.6444 12.4066 9.2904 -0.021 -0.888 -0.284 0.164
H 10.2458 9.4868 9.4926 0.128 0.224 -0.006 0.198
H 9.2590 10.3082 8.5245 -0.002 -0.017 0.226 0.191
```
Positions in Å, forces in eV/Å.

Calculated values
Net charge: +3
Expectation value of S²: 8.79
Spin multiplicity: 6
E_HOMO (alpha / beta), eV: -16.446 / -16.432
F_max, eV Å⁻¹: 2.99
Lowest unoccupied orbital energy (alpha / beta), eV: -9.2 / -12.8
DFT total energy, a.u.: -6681.64930

---

Record 3
This record from the OMol25 dataset describes a structure of composition C23H29AuN4O2. The level of theory is wB97M-V/def2-TZVPD.

Structure (XYZ):
```
59
Properties=species:S:1:pos:R:3:forces:R:3:mulliken_charge:R:1
Au 0.6657 0.7735 -1.7784 -0.003 -0.029 0.009 0.464
N -1.2200 -1.2466 0.6145 0.010 -0.014 0.028 0.056
C -0.1074 -1.5762 1.1688 -0.013 0.019 0.043 -0.309
C -0.1796 -1.7343 3.6844 0.003 0.015 0.015 0.554
C 1.1755 -1.1610 4.0860 0.005 0.009 0.012 -0.750
C 1.8886 -0.1758 3.5461 -0.043 -0.028 -0.014 -1.251
C 1.5999 0.7640 2.4289 0.022 0.014 0.023 1.042
C 1.6990 2.1335 2.7041 0.001 -0.012 0.000 -0.371
C 1.5212 3.0656 1.7048 -0.008 -0.014 -0.011 -0.780
C 1.2445 2.6233 0.4241 0.000 0.016 0.014 -0.208
N 1.1455 1.3207 0.1357 0.016 -0.003 -0.005 -0.869
C 1.3423 0.4020 1.1080 -0.033 0.012 -0.053 0.856
H -1.2249 -0.6252 -0.1917 0.002 0.005 -0.001 0.207
H -2.1027 -1.6034 0.9651 -0.002 0.008 0.000 0.393
H -0.4261 -2.5220 4.3961 0.005 -0.013 0.000 0.972
H 1.6262 -1.6472 4.9440 0.001 0.014 0.005 0.491
H 2.8246 0.0566 4.0444 -0.003 0.009 0.003 0.623
H 1.9176 2.4502 3.7162 0.001 0.000 0.000 0.579
H 1.5928 4.1254 1.9019 0.001 0.001 -0.002 0.444
H 1.0931 3.3102 -0.3960 0.006 0.004 -0.001 0.408
C -1.7332 -0.8626 6.0764 -0.031 0.002 0.010 -0.940
N -1.3912 0.0084 4.9616 0.096 -0.003 -0.001 0.114
C -2.3267 1.1180 4.8636 -0.011 0.011 0.006 -1.016
C -1.2965 -0.6848 3.7033 -0.027 0.022 -0.016 -1.623
C 0.0097 -2.4252 2.3444 -0.009 0.014 -0.057 -0.479
C 0.5694 -3.6369 2.1679 0.013 -0.008 -0.024 -0.489
C 1.2219 -4.0916 0.9640 -0.010 0.003 0.021 -0.701
C 1.9158 -3.3035 0.1064 0.014 0.069 -0.004 -0.835
C 2.0831 -1.8731 0.2174 0.012 -0.051 0.007 0.098
C 1.1734 -1.0303 0.7408 0.016 -0.065 -0.007 0.158
H -1.8324 -0.2600 6.9768 -0.006 -0.010 0.006 0.379
H -0.9456 -1.5919 6.2640 0.002 -0.006 -0.005 0.265
H -2.6820 -1.3972 5.9143 0.002 -0.011 0.006 0.353
H -2.3213 1.6811 5.7948 -0.011 0.004 -0.001 0.385
H -3.3571 0.7827 4.6698 -0.007 0.009 -0.002 0.375
H -2.0243 1.7901 4.0586 0.002 0.002 0.004 0.270
H -1.0972 0.0772 2.9422 -0.007 -0.009 -0.014 0.641
H -2.2513 -1.1810 3.4281 0.004 -0.015 0.002 0.245
H 0.5969 -4.3079 3.0209 -0.004 -0.001 -0.001 0.530
H 1.3051 -5.1628 0.8297 -0.003 -0.002 0.008 0.443
H 2.5106 -3.7957 -0.6524 0.004 0.002 0.000 0.446
H 3.0124 -1.4531 -0.1534 -0.006 0.007 -0.003 0.563
O 0.1605 0.2052 -3.6670 -0.026 0.063 0.014 -0.684
C 0.4808 1.0339 -4.5893 0.092 -0.079 -0.021 0.675
O 1.0321 2.1203 -4.4616 -0.037 0.023 0.005 -0.717
C 0.1225 0.5526 -6.0025 -0.046 0.020 -0.001 -0.220
N 0.6239 1.6335 -6.9342 -0.004 0.005 0.019 -0.073
C -0.5589 2.2199 -7.6686 -0.001 0.000 -0.007 -0.615
C -1.7275 1.8935 -6.7548 0.000 -0.002 0.001 -0.538
C -1.3869 0.4883 -6.2576 0.006 -0.002 -0.006 -0.793
H 0.6362 -0.3837 -6.2076 0.009 0.007 0.008 0.415
H 1.3483 1.3051 -7.5679 -0.001 -0.001 -0.001 0.342
H 1.0423 2.3243 -6.2772 0.011 -0.009 -0.008 0.362
H -0.6397 1.7061 -8.6245 0.000 0.001 0.001 0.345
H -0.3814 3.2778 -7.8402 0.000 0.000 0.001 0.360
H -2.6742 1.9376 -7.2874 0.000 0.002 0.000 0.383
H -1.7702 2.6020 -5.9258 -0.001 0.002 -0.001 0.289
H -1.6043 -0.2533 -7.0264 -0.001 0.000 -0.001 0.356
H -1.9186 0.2037 -5.3534 -0.001 -0.004 -0.002 0.378
```
Positions in Å, forces in eV/Å.

Calculated values
Net charge: +2
E_HOMO, eV: -13.330
F_max, eV Å⁻¹: 0.12
Lowest unoccupied orbital energy, eV: -6.3
DFT total energy, a.u.: -1398.47462

---

Record 4
This record from the OMol25 dataset describes a cluster of 5 separate species, C23H29F3NO14 in total in a non-equilibrium geometry. The level of theory is wB97M-V/def2-TZVPD.

Structure (XYZ):
```
70
Properties=species:S:1:pos:R:3:forces:R:3:mulliken_charge:R:1
O -0.0810 5.8073 -0.6455 2.431 -5.461 1.103 -0.393
C 0.4258 4.7072 -0.3096 -1.712 4.398 0.445 0.119
O 0.8375 3.6876 -1.2306 -2.634 -0.327 1.198 -0.247
C -0.1759 2.7141 -1.4448 -0.454 -2.014 -0.874 0.860
F -0.9766 2.4282 -0.3118 1.942 1.049 -2.427 -0.227
F -1.0801 3.0714 -2.4912 2.819 -1.022 2.936 -0.216
F 0.5105 1.4953 -1.7599 -2.101 3.634 0.663 -0.201
C 0.6528 4.4743 1.2780 0.029 -1.144 2.444 0.639
C 2.0710 4.2680 1.9150 -4.200 -0.190 2.463 -0.469
C 2.0828 4.0182 3.4626 -1.724 0.513 -3.244 -0.165
N 0.8417 3.9774 4.2114 0.009 0.481 -2.768 0.036
C -0.4728 4.1618 3.6584 0.851 0.598 -3.525 -0.125
C -0.6631 4.4311 2.1411 4.520 -0.498 1.515 -0.382
H 3.0037 4.2913 1.2584 -1.425 -0.081 1.323 0.374
H 3.1026 3.8277 3.9695 -2.217 0.366 -0.518 0.383
H 0.8889 3.7851 5.2384 -0.160 0.059 -0.906 0.276
H -1.4315 4.1187 4.2972 2.208 -0.081 -0.601 0.385
H -1.6681 4.5968 1.6168 1.656 -0.346 1.193 0.377
C 0.1296 -0.1237 -4.1623 -0.216 0.484 -0.051 -1.314
C 0.3217 -0.8972 -5.4579 -0.271 0.666 0.684 0.599
C -0.3835 -2.2218 -5.4958 -0.623 -0.196 -0.106 -0.638
O 0.4159 -2.9668 -6.4070 0.573 0.161 -0.011 -0.290
C 1.6763 -2.4508 -6.3303 0.937 -0.429 -0.403 0.581
O 2.6468 -2.9596 -6.8130 -0.807 0.598 0.717 -0.506
O 1.6840 -1.2821 -5.6295 0.062 -0.653 -0.457 -0.365
H 1.0557 -0.0513 -3.5898 -0.060 -0.191 -0.170 0.309
H -0.2006 0.8958 -4.3828 0.114 -0.104 0.088 0.303
H -0.6425 -0.5685 -3.5280 0.135 -0.082 -0.053 0.358
H 0.0428 -0.2733 -6.3146 0.000 -0.183 0.006 0.277
H -1.4079 -2.1373 -5.8619 0.134 -0.138 -0.077 0.314
H -0.3878 -2.7438 -4.5334 0.054 0.184 0.034 0.362
C 2.1556 -4.1431 -9.3718 -0.450 -0.035 0.057 -1.229
C 2.1087 -5.2812 -10.3802 -0.251 0.835 0.682 0.545
C 2.8201 -6.5262 -9.9372 -0.123 -0.465 0.372 -0.580
O 3.1880 -7.1245 -11.1747 0.079 0.349 -0.419 -0.330
C 3.3145 -6.1079 -12.0759 0.452 -0.050 -1.051 0.598
O 3.8007 -6.2240 -13.1639 -0.408 0.071 0.918 -0.530
O 2.8172 -4.9436 -11.5715 0.277 -0.714 -0.414 -0.377
H 2.7589 -3.3063 -9.7288 0.058 -0.210 -0.011 0.351
H 1.1449 -3.7650 -9.1899 0.160 0.035 0.000 0.264
H 2.5424 -4.4671 -8.4045 0.036 0.010 -0.281 0.357
H 1.0707 -5.4944 -10.6608 0.137 -0.148 -0.031 0.253
H 2.1738 -7.1929 -9.3641 0.107 -0.063 -0.156 0.340
H 3.7319 -6.3293 -9.3640 -0.112 0.180 -0.002 0.344
C 2.6676 -0.0822 6.3596 0.528 -0.128 0.230 -1.265
C 1.6259 0.6261 7.2123 1.018 -0.817 -0.152 0.432
C 0.3534 -0.1457 7.3989 -0.118 -0.684 0.245 -0.626
O -0.6023 0.8890 7.6161 0.270 1.145 -0.463 -0.256
C -0.1341 1.9899 6.9744 -0.818 -0.235 0.359 0.639
O -0.7749 2.9891 6.7803 0.715 -0.311 -0.281 -0.600
O 1.1570 1.8149 6.5743 -0.917 0.683 0.017 -0.308
H 2.8255 0.4233 5.4048 -0.169 -0.048 0.077 0.288
H 3.6279 -0.1016 6.8832 -0.096 0.032 -0.165 0.323
H 2.4001 -1.1243 6.1658 -0.096 0.163 -0.052 0.365
H 2.0610 0.9160 8.1751 -0.188 0.036 -0.073 0.289
H 0.3969 -0.8166 8.2579 -0.150 0.169 -0.024 0.359
H 0.0506 -0.7144 6.5140 0.095 0.101 -0.007 0.349
C -5.0380 2.1781 7.8548 -0.230 0.534 0.025 -1.256
C -4.8380 1.4060 6.5596 -0.359 0.690 0.792 0.507
C -5.5366 0.0783 6.5196 -0.655 -0.157 -0.056 -0.638
O -4.7300 -0.6630 5.6104 0.806 0.166 -0.075 -0.329
C -3.4743 -0.1414 5.6915 0.532 -0.398 -0.273 0.554
O -2.4966 -0.6459 5.2111 -0.592 0.429 0.351 -0.539
O -3.4730 1.0260 6.3916 0.195 -0.732 -0.612 -0.237
H -4.1136 2.2541 8.4306 -0.052 -0.159 -0.125 0.291
H -5.3720 3.1963 7.6345 0.108 -0.110 0.108 0.311
H -5.8100 1.7293 8.4857 0.144 -0.070 -0.066 0.387
H -5.1168 2.0293 5.7022 -0.001 -0.190 -0.008 0.260
H -6.5602 0.1579 6.1504 0.144 -0.144 -0.075 0.332
H -5.5414 -0.4437 7.4817 0.054 0.189 0.019 0.349
```
Positions in Å, forces in eV/Å.

Calculated values
Net charge: +1
E_HOMO, eV: -11.396
F_max, eV Å⁻¹: 6.08
Lowest unoccupied orbital energy, eV: -5.3
DFT total energy, a.u.: -2301.19597